A structure of composition C4H14N3Os in a non-equilibrium geometry. Source: OMol25; level of theory: the ωB97M-V functional and the def2-TZVPD basis.

Calculated values
<S²> = 6.015
highest occupied orbital energy (spin up / spin down) = -9.2 / -11.9 eV
HOMO-LUMO gap (spin up / spin down) = 0.2337 / 0.2627 Ha
E_LUMO (spin up / spin down) = -0.10436 / -0.17474 Ha

Geometry as ORCA input:
```
! RIJCOSX wB97M-V def2-TZVPD def2/J DEFGRID3
* xyz 1 5
C 1.14 -1.77 -1.78
Os 1.15 0.50 -1.67
N 2.23 2.23 -1.84
H 1.20 0.45 -3.27
H 1.70 2.93 -2.35
H 2.09 -1.22 -1.59
H 1.47 -2.31 -2.68
H 0.07 -1.58 -2.08
H 1.08 -2.39 -0.88
H 2.46 2.67 -0.95
H 3.11 2.14 -2.35
C -2.01 1.12 2.27
N -1.41 -0.14 1.69
C -1.71 -1.48 2.32
C -0.63 -0.10 0.66
N 0.05 0.14 -0.27
H -2.64 0.80 3.09
H -2.66 1.67 1.56
H -1.28 1.83 2.68
H -2.19 -2.19 1.61
H -0.82 -2.00 2.72
H -2.41 -1.30 3.13
*
```

=====

An isolated molecule of C3H3FN2O in a non-equilibrium geometry. Source: OMol25; level of theory: the ωB97M-V functional and the def2-TZVPD basis.

Calculated values
SMILES = Nc1conc1F
highest occupied orbital energy = -10.1 eV
HOMO-LUMO gap = 0.3996 Ha
E_LUMO = 0.02722 Ha

Geometry as ORCA input:
```
! RIJCOSX wB97M-V def2-TZVPD def2/J DEFGRID3
* xyz 0 1
N 1.22 1.03 -0.36
C 0.12 0.21 0.02
C -0.76 0.40 1.00
O -1.72 -0.54 1.02
N -1.42 -1.44 0.01
C -0.34 -1.02 -0.50
F 0.31 -1.68 -1.47
H 2.12 0.66 -0.09
H 1.25 1.17 -1.35
H -0.78 1.20 1.72
*
```

=====

A structure of composition C30H27BBrF4N5O9SiV. Source: OMol25; level of theory: the ωB97M-V functional and the def2-TZVPD basis.

Calculated values
<S²> = 3.788
highest occupied orbital energy (spin up / spin down) = 0.0 / -3.1 eV
HOMO-LUMO gap (spin up / spin down) = 0.1164 / 0.2302 Ha
E_LUMO (spin up / spin down) = 0.11626 / 0.11626 Ha

Geometry as ORCA input:
```
! RIJCOSX wB97M-V def2-TZVPD def2/J DEFGRID3
* xyz -2 4
V 1.00 0.68 0.34
O 1.94 0.67 4.30
C 2.09 0.75 3.09
O 1.07 0.76 2.28
C 3.49 0.86 2.53
C 4.52 0.93 3.47
C 5.83 1.05 3.05
C 6.17 1.09 1.70
C 5.17 1.01 0.73
C 3.79 0.91 1.15
O 2.84 0.88 0.25
N 5.58 0.99 -0.61
O 6.83 1.08 -0.84
O 4.75 0.80 -1.56
N 6.88 1.13 4.04
O 6.58 1.10 5.23
O 8.04 1.25 3.66
H 4.27 0.89 4.52
H 7.19 1.17 1.38
C 1.84 1.44 -2.64
O 0.77 0.90 -1.82
C -0.48 0.83 -2.34
C -0.76 0.78 -3.69
C -2.09 0.72 -4.10
Br -2.47 0.65 -5.96
C -3.12 0.72 -3.20
C -2.85 0.77 -1.83
C -1.53 0.83 -1.40
O -1.18 0.91 -0.10
C -3.90 0.76 -0.82
N -3.68 0.86 0.46
C -4.92 0.78 1.08
C -5.25 0.83 2.43
C -6.59 0.72 2.75
C -7.58 0.57 1.77
C -7.26 0.51 0.43
C -5.91 0.63 0.10
N -5.23 0.61 -1.10
H 2.04 0.76 -3.46
H 2.72 1.49 -2.00
H 1.53 2.43 -2.99
H 0.04 0.79 -4.41
H -4.14 0.68 -3.57
H -2.00 0.99 0.46
H -4.48 0.95 3.18
H -6.89 0.75 3.79
H -8.62 0.48 2.07
H -8.02 0.39 -0.33
H -5.63 0.52 -2.02
F 1.25 4.76 -0.72
B 0.18 3.96 -0.39
F 0.70 2.76 0.30
F -0.71 4.57 0.48
F -0.49 3.51 -1.54
C -1.11 -1.15 2.52
Si -0.59 -2.05 0.97
C -2.18 -2.28 -0.07
C -0.04 -3.74 1.58
N 0.67 -1.25 0.06
C 1.23 -1.93 -1.03
C 2.47 -1.55 -1.56
C 3.02 -2.21 -2.65
C 2.38 -3.28 -3.25
C 1.16 -3.69 -2.73
C 0.59 -3.03 -1.65
H -1.95 -1.72 2.94
H -1.45 -0.12 2.39
H -0.31 -1.12 3.25
H -2.42 -3.34 -0.22
H -2.06 -1.83 -1.06
H -3.04 -1.82 0.42
H -0.71 -4.05 2.39
H 0.97 -3.67 1.99
H -0.05 -4.52 0.82
H 3.03 -0.73 -1.13
H 3.98 -1.86 -3.02
H 2.82 -3.79 -4.10
H 0.63 -4.53 -3.17
H -0.36 -3.38 -1.28
*
```

=====

A structure of composition C4H8CoO3 in a non-equilibrium geometry. Source: OMol25; level of theory: the ωB97M-V functional and the def2-TZVPD basis.

Calculated values
<S²> = 8.763
highest occupied orbital energy (spin up / spin down) = -17.8 / -21.1 eV
HOMO-LUMO gap (spin up / spin down) = 0.3104 / 0.2940 Ha
E_LUMO (spin up / spin down) = -0.34444 / -0.48197 Ha

Geometry as ORCA input:
```
! RIJCOSX wB97M-V def2-TZVPD def2/J DEFGRID3
* xyz 2 6
C 2.16 -0.50 -1.09
O 2.12 0.24 -0.11
H -0.65 0.57 -1.78
H 3.07 -0.54 -1.71
H 1.44 -1.33 -1.18
O -0.73 1.53 0.06
C -1.38 0.80 -0.91
C -1.90 -0.53 -0.37
O -0.79 -1.32 0.07
C -0.42 -1.27 1.35
Co 0.66 0.80 0.95
H -2.26 1.34 -1.31
H -2.39 -1.10 -1.17
H -2.59 -0.37 0.46
H 0.36 -2.00 1.60
H -1.19 -0.99 2.08
*
```

=====

A structure of composition C12H4NNiO11 in a non-equilibrium geometry. Source: OMol25; level of theory: the ωB97M-V functional and the def2-TZVPD basis.

Calculated values
<S²> = 2.003
highest occupied orbital energy (spin up / spin down) = 0.4 / 0.4 eV
HOMO-LUMO gap (spin up / spin down) = 0.2601 / 0.2600 Ha
E_LUMO (spin up / spin down) = 0.27499 / 0.27495 Ha

Geometry as ORCA input:
```
! RIJCOSX wB97M-V def2-TZVPD def2/J DEFGRID3
* xyz -3 3
Ni 8.62 31.34 -11.79
N 8.15 28.30 -12.60
O 8.34 27.36 -13.35
O 7.54 28.02 -11.59
O 8.40 29.47 -12.82
C 11.34 32.25 -14.86
C 11.07 32.32 -16.32
C 9.59 32.54 -16.82
O 9.51 32.37 -18.01
C 8.59 32.51 -15.80
C 8.84 32.43 -14.46
C 10.27 32.15 -13.98
O 10.56 31.85 -12.74
O 7.84 32.47 -13.64
O 11.95 32.27 -17.23
H 12.35 32.08 -14.53
H 7.53 32.54 -16.01
C 6.09 29.64 -8.85
C 6.34 28.56 -7.92
C 7.86 27.96 -7.90
O 7.99 26.85 -7.22
C 8.92 28.80 -8.55
C 8.51 29.88 -9.29
C 7.09 30.31 -9.53
O 6.84 31.35 -10.36
O 9.47 30.46 -9.99
O 5.46 27.94 -7.36
H 5.04 29.85 -9.00
H 9.98 28.61 -8.47
*
```

=====

A cluster of 4 separate species, C3H16NO4 in total in a non-equilibrium geometry. Source: OMol25; level of theory: the ωB97M-V functional and the def2-TZVPD basis.

Calculated values
highest occupied orbital energy = -13.7 eV
HOMO-LUMO gap = 0.3951 Ha
E_LUMO = -0.10775 Ha

Geometry as ORCA input:
```
! RIJCOSX wB97M-V def2-TZVPD def2/J DEFGRID3
* xyz 1 1
C -0.27 0.91 1.86
C -1.22 1.06 0.57
C -0.77 2.10 -0.38
O -1.36 -0.24 0.11
N -0.17 -0.59 2.16
H 0.76 1.25 1.51
H -0.71 1.46 2.76
H -2.22 1.32 1.03
H -0.20 2.93 -0.07
H -1.37 2.67 -1.12
H -0.06 1.67 -1.08
H -1.13 -0.28 -0.96
H 0.17 -1.22 1.30
H -1.17 -1.07 2.40
H 0.37 -0.78 3.00
H 1.62 -2.62 0.28
H 2.18 -1.18 0.20
O 1.30 -1.67 0.25
H 1.28 -0.60 -1.93
H 2.77 -0.62 -2.25
O 2.16 -0.36 -1.57
H 0.00 -1.52 -3.14
H -1.50 -1.31 -2.58
O -0.46 -1.33 -2.36
*
```

=====

Going through the records in order, we get energy above the lowest of the compared OMol25 structures with the same formula, charge and spin values of 19.7 48.6 0.0 0.0 65.6 52.9 kcal/mol.
Going through the records in order, we get E values of -11299.6006 -10902.7787 -172589.7124 -48022.5497 -77558.8071 -13042.8422 eV.